1.
This record from the OMol25 dataset describes a structure of composition C10H24MoN6O3 in a non-equilibrium geometry. The level of theory is wB97M-V/def2-TZVPD.

Structure (ORCA input):
```
! RIJCOSX wB97M-V def2-TZVPD def2/J DEFGRID3
* xyz 2 3
H -7.01 11.50 1.89
H -5.21 6.70 0.98
H -5.33 11.04 -1.32
N -6.54 10.55 1.77
H -4.68 8.68 1.38
H -10.08 8.83 -1.35
C -5.14 10.74 1.30
O -9.94 12.57 1.49
C -9.53 11.49 1.29
H -10.51 10.35 2.98
H -4.37 7.73 -1.20
H -5.14 11.60 0.70
H -8.61 9.76 -2.25
H -6.48 10.18 2.72
H -4.48 10.89 2.12
H -6.56 8.80 -2.97
C -4.69 9.44 0.60
N -7.74 10.11 -1.87
C -10.32 8.09 1.57
H -5.98 5.74 -0.24
H -5.92 7.56 -1.85
H -6.53 10.55 -3.47
C -9.60 10.40 2.34
N -9.54 8.21 -0.80
H -9.22 7.47 -1.46
H -7.08 7.28 1.78
O -8.90 11.12 0.15
H -7.86 6.49 0.75
Mo -8.00 9.33 0.25
C -5.89 6.75 0.14
H -10.14 6.43 0.27
H -11.48 7.48 -0.11
N -5.72 9.14 -0.47
C -5.39 10.04 -1.63
H -4.44 9.67 -2.14
H -7.98 11.09 -1.73
H -3.71 9.30 0.14
H -8.78 10.65 2.99
C -10.44 7.47 0.22
N -9.36 9.12 1.68
C -6.53 9.84 -2.61
C -5.46 7.72 -0.94
O -11.10 7.79 2.40
N -7.20 7.24 0.76
*
```

HOMO (spin up / spin down) = -0.5745 / -0.5775 Ha
orbital gap (spin up / spin down) = 8.3 / 8.0 eV
energy relative to the best compared isomer or geometry (same formula, charge and spin) = 0.8583 eV

=====

2.
This record from the OMol25 dataset describes a structure of composition C10H24N4OP2SSn in a non-equilibrium geometry. The level of theory is wB97M-V/def2-TZVPD.

Structure (ORCA input):
```
! RIJCOSX wB97M-V def2-TZVPD def2/J DEFGRID3
* xyz 1 2
N 0.29 -1.10 4.48
H -3.16 0.00 0.14
N -0.86 -1.81 -0.09
N -1.39 0.69 -0.98
S -1.41 0.19 2.85
H 1.38 -4.30 0.48
C 0.97 -3.28 0.51
H 0.93 1.14 5.45
H 0.86 -1.18 5.32
H -0.13 3.60 -1.55
H 2.20 -2.43 2.60
O 2.23 -0.08 -1.25
C 1.91 1.34 -3.21
H -2.10 -1.97 -1.83
C -2.53 -0.18 -0.77
H 1.43 2.15 -2.66
P 1.84 -1.93 1.31
H 3.05 -1.85 0.56
H 0.61 -0.68 -4.05
H 1.72 3.02 0.23
C 1.13 -1.07 -3.15
C -0.22 0.09 4.10
H 1.88 -1.79 -3.52
H -2.94 -2.28 -0.25
Sn 0.12 0.01 0.63
P 0.39 2.62 0.60
C -0.72 3.10 -0.76
H -1.32 3.88 -0.27
C -1.79 2.07 -1.25
C -0.29 -3.03 -0.03
H 0.45 -1.60 -2.46
H -3.19 0.01 -1.64
H -2.73 2.33 -0.72
H 2.94 1.62 -3.43
H -0.82 -3.89 -0.49
C 1.86 0.04 -2.44
H 1.42 1.20 -4.18
H -0.01 2.09 4.35
N 0.30 1.18 4.66
C -2.15 -1.67 -0.76
H -0.05 -1.95 4.06
H 0.03 3.42 1.72
H -2.08 2.29 -2.30
*
```

HOMO (spin up / spin down) = -0.3322 / -0.3703 Ha
orbital gap (spin up / spin down) = 6.1 / 6.4 eV
energy relative to the best compared isomer or geometry (same formula, charge and spin) = 0.0000 eV

=====

3.
This record from the OMol25 dataset describes a structure of composition C10H24N6O3Tm in a non-equilibrium geometry. The level of theory is wB97M-V/def2-TZVPD.

Structure (ORCA input):
```
! RIJCOSX wB97M-V def2-TZVPD def2/J DEFGRID3
* xyz 1 3
H -1.18 -4.46 -0.67
C -1.85 1.23 -1.63
H -2.11 -2.73 0.67
N -0.56 -0.36 2.44
H -1.86 1.97 2.14
C 3.13 -1.09 0.18
H -2.50 0.96 0.39
C 1.09 2.35 -1.33
C 0.37 2.73 -0.05
O 4.09 -0.54 -0.31
H -1.55 -0.47 2.65
H -2.38 2.64 -0.10
N -0.56 1.71 0.50
H -0.25 1.21 3.89
O 2.31 -0.51 1.07
H 0.99 1.01 2.67
C 0.32 -3.00 -0.25
N 1.34 -2.63 -0.98
H -0.46 3.01 2.19
Tm 0.43 -0.64 0.21
H 2.61 1.11 -0.68
H -2.89 1.09 -1.95
H 0.42 2.33 -2.19
N -2.03 -2.52 -0.32
H 1.82 3.14 -1.54
H 1.12 2.90 0.72
N 1.74 1.04 -1.21
O 0.22 -2.72 1.01
H -1.47 2.02 -2.27
H -1.66 -0.81 -1.77
H -0.07 -1.09 2.94
H -0.60 0.00 -2.72
H -2.93 -2.73 -0.73
C -0.79 2.00 1.95
C -1.88 1.66 -0.17
H 2.04 0.70 -2.12
C -0.99 -3.40 -0.88
H 3.43 -2.84 -0.98
H 2.67 -3.14 0.62
N -1.05 0.00 -1.81
H -0.93 -3.29 -1.97
C 2.68 -2.50 -0.27
H -0.16 3.68 -0.18
C -0.09 0.98 2.83
*
```

HOMO (spin up / spin down) = -0.4489 / -0.4491 Ha
orbital gap (spin up / spin down) = 9.6 / 9.6 eV
energy relative to the best compared isomer or geometry (same formula, charge and spin) = 0.5522 eV

=====

Please write out number 1 again, unchanged.
This record from the OMol25 dataset describes a structure of composition C10H24MoN6O3 in a non-equilibrium geometry. The level of theory is wB97M-V/def2-TZVPD.

Structure (ORCA input):
```
! RIJCOSX wB97M-V def2-TZVPD def2/J DEFGRID3
* xyz 2 3
H -7.01 11.50 1.89
H -5.21 6.70 0.98
H -5.33 11.04 -1.32
N -6.54 10.55 1.77
H -4.68 8.68 1.38
H -10.08 8.83 -1.35
C -5.14 10.74 1.30
O -9.94 12.57 1.49
C -9.53 11.49 1.29
H -10.51 10.35 2.98
H -4.37 7.73 -1.20
H -5.14 11.60 0.70
H -8.61 9.76 -2.25
H -6.48 10.18 2.72
H -4.48 10.89 2.12
H -6.56 8.80 -2.97
C -4.69 9.44 0.60
N -7.74 10.11 -1.87
C -10.32 8.09 1.57
H -5.98 5.74 -0.24
H -5.92 7.56 -1.85
H -6.53 10.55 -3.47
C -9.60 10.40 2.34
N -9.54 8.21 -0.80
H -9.22 7.47 -1.46
H -7.08 7.28 1.78
O -8.90 11.12 0.15
H -7.86 6.49 0.75
Mo -8.00 9.33 0.25
C -5.89 6.75 0.14
H -10.14 6.43 0.27
H -11.48 7.48 -0.11
N -5.72 9.14 -0.47
C -5.39 10.04 -1.63
H -4.44 9.67 -2.14
H -7.98 11.09 -1.73
H -3.71 9.30 0.14
H -8.78 10.65 2.99
C -10.44 7.47 0.22
N -9.36 9.12 1.68
C -6.53 9.84 -2.61
C -5.46 7.72 -0.94
O -11.10 7.79 2.40
N -7.20 7.24 0.76
*
```

HOMO (spin up / spin down) = -0.5745 / -0.5775 Ha
orbital gap (spin up / spin down) = 8.3 / 8.0 eV
energy relative to the best compared isomer or geometry (same formula, charge and spin) = 0.8583 eV